[1]
The following is a quantum chemistry calculation of a cluster of 4 separate species, C14H26BN2O10 in total in a non-equilibrium geometry, from OMol25.

Calculated values
Net charge   -1
Maximum force   0.024 Eh/bohr
Frontier orbital gap   3.84 eV
2S+1   1
E_HOMO   -1.53 eV

Structure (XYZ):
```
53
Properties=species:S:1:pos:R:3:forces:R:3:lowdin_charge:R:1
N 1.65639 -1.87656 -2.76908 0.2 0.1 -0.5 -0.0285
C 0.41667 -2.44727 -2.20087 0.0 -0.6 -0.3 -0.3958
C -0.83510 -1.97964 -2.92793 0.2 1.1 0.5 -0.1329
B -2.15891 -1.85915 -2.24378 -0.3 -0.4 0.1 -0.7699
N -3.08248 -2.98674 -1.98677 0.2 -0.1 -0.3 0.0909
O -2.70879 -0.60411 -1.74085 -0.1 0.3 -0.8 -0.0287
H 2.47613 -2.42553 -2.54776 -0.2 0.0 0.4 0.0107
H 1.79918 -0.93358 -2.43139 0.0 0.0 0.0 0.0499
H 0.55293 -3.53616 -2.25526 0.0 0.0 0.1 0.0822
H 0.38533 -2.19709 -1.12012 0.0 -0.1 0.0 0.0753
H -0.61645 -0.95549 -3.28278 0.2 0.0 0.1 0.0123
H -4.06425 -2.76578 -2.08594 -0.1 0.0 0.3 0.0286
H -2.85870 -3.73633 -2.62578 0.0 -0.1 0.1 0.0352
H -3.43911 -0.28411 -2.28423 0.0 -0.1 0.2 0.0589
C 6.18351 -0.26845 -5.08210 0.0 0.1 0.1 -0.0281
C 5.93191 -1.69191 -4.66421 -0.1 -0.1 -0.1 -0.3324
C 4.63838 -2.31339 -5.16986 0.0 0.2 0.0 -0.0924
O 4.33058 -3.24097 -4.13228 0.1 -0.2 0.0 0.0579
C 4.86171 -2.77746 -2.98174 -0.2 0.1 -0.1 -0.5822
O 4.57023 -3.17402 -1.90209 0.3 -0.1 0.1 0.1604
O 5.74160 -1.77660 -3.24015 0.1 -0.1 0.0 0.0788
H 7.12500 0.09616 -4.67370 0.0 0.0 0.0 0.0824
H 6.22822 -0.20416 -6.17029 0.0 0.0 0.0 0.0878
H 5.38080 0.37391 -4.71994 0.0 0.0 0.0 0.0939
H 6.78258 -2.33251 -4.91839 0.0 0.0 0.0 0.1524
H 4.73835 -2.84096 -6.11445 0.0 -0.1 0.0 0.1345
H 3.82549 -1.58524 -5.23265 0.0 0.0 0.0 0.1393
C -2.94989 -0.14836 1.30315 -0.2 0.0 0.1 -0.0164
C -2.11437 -0.00642 2.53804 0.1 -0.1 0.0 -0.3023
C -1.24739 -1.20663 2.86793 0.0 0.1 0.0 -0.0706
O -1.16233 -1.14421 4.30670 0.0 -0.1 0.0 0.0623
C -2.25899 -0.50818 4.75704 0.0 0.0 0.1 -0.5947
O -2.58810 -0.44770 5.90480 0.1 0.0 0.0 0.1334
O -2.93506 0.06157 3.74391 0.1 0.0 -0.1 0.0512
H -3.54401 0.74798 1.12725 0.0 0.0 0.0 0.0890
H -2.32465 -0.30828 0.42504 0.0 0.0 0.0 0.0765
H -3.62962 -0.99657 1.39319 0.1 0.0 0.0 0.0979
H -1.51407 0.90682 2.50925 0.0 0.0 0.0 0.1523
H -0.25042 -1.16720 2.44106 0.0 0.0 0.1 0.1403
H -1.73443 -2.14200 2.58723 0.0 0.0 0.0 0.1414
C -3.39111 3.18358 4.76976 -0.1 0.0 -0.1 -0.0075
C -2.12421 3.97134 4.59697 0.0 0.1 0.1 -0.3194
C -2.26967 5.48161 4.65220 0.0 -0.1 0.0 -0.1007
O -1.20611 5.92853 3.80895 0.0 0.0 0.0 0.0546
C -0.93467 4.93906 2.91663 0.0 0.0 0.0 -0.5654
O -0.23599 5.06591 1.96651 0.0 0.0 0.0 0.1695
O -1.57487 3.80412 3.27229 0.0 -0.1 0.0 0.0808
H -3.20040 2.11556 4.71209 0.0 0.0 0.1 0.0630
H -3.83075 3.40574 5.74338 0.0 0.0 0.0 0.0958
H -4.10892 3.43794 3.98812 0.0 0.1 0.0 0.0977
H -1.36048 3.63874 5.30612 0.0 0.0 0.0 0.1597
H -2.14935 5.90556 5.64532 0.1 0.0 0.0 0.1345
H -3.22136 5.80459 4.22150 0.0 0.0 0.0 0.1363
```
Forces are in eV/Å.



[2]
The following is a quantum chemistry calculation of a cluster of 4 separate species, C14H26Br2NO9S in total in a non-equilibrium geometry, from OMol25.

Calculated values
Net charge   +1
Maximum force   0.125 Eh/bohr
Frontier orbital gap   7.83 eV
2S+1   1
E_HOMO   -12.45 eV

Structure (XYZ):
```
53
Properties=species:S:1:pos:R:3:forces:R:3:lowdin_charge:R:1
C 5.42696 0.99393 -2.27996 0.9 0.5 -0.4 -0.1187
C 5.18261 2.19419 -3.37344 -2.2 -0.4 -2.0 -0.6247
Br 6.42565 3.79762 -3.26155 -1.7 -2.4 0.0 0.6717
C 4.15707 2.19604 -4.45198 3.2 0.6 3.0 -0.8741
Br 4.05016 3.78008 -5.72661 -0.3 -2.4 1.5 0.6371
S 2.98104 0.75832 -4.69345 0.7 0.7 0.1 1.0091
C 1.80253 0.52768 -3.25544 -1.8 -0.9 1.9 -0.3560
C 0.64259 1.68076 -3.11768 -0.1 4.0 0.0 -0.1652
N 0.84784 3.04113 -3.06122 0.5 -6.4 -0.4 0.0984
H 5.84536 1.47981 -1.29531 -1.0 -0.9 -2.0 0.1011
H 4.48204 0.34171 -2.04554 1.8 1.5 -0.6 0.0697
H 6.30274 0.29531 -2.69018 -2.0 1.5 0.8 0.1228
H 3.80563 -0.40344 -4.70820 -0.8 1.4 0.5 0.0618
H 2.30826 0.41691 -2.20519 -0.6 0.3 -2.2 0.1069
H 1.23672 -0.50497 -3.45191 1.4 2.2 0.1 0.1338
H -0.48802 1.32113 -3.01460 2.7 0.5 -0.2 0.1502
H 1.88105 3.17899 -3.13285 -0.7 0.2 0.0 0.0305
C -5.68939 3.55279 -1.68171 -0.5 -0.2 -0.3 -0.0396
O -4.61821 4.21222 -1.00943 1.3 -0.4 -0.2 0.0024
C -3.38639 3.73545 -1.32011 -0.1 0.2 0.1 -0.5432
O -3.14464 2.82537 -2.09756 -0.2 1.1 0.9 0.0758
O -2.46997 4.44666 -0.61605 -1.0 -0.6 -0.5 0.0005
C -1.11880 4.05148 -0.84464 0.4 0.0 -0.2 -0.0662
H -6.62641 4.01441 -1.35844 0.4 0.1 0.1 0.1002
H -5.60002 3.67763 -2.76563 0.1 -0.2 0.2 0.1018
H -5.71817 2.49164 -1.41393 0.1 0.2 -0.2 0.0870
H -0.84668 4.19633 -1.89519 -0.2 -0.2 0.3 0.0636
H -0.96474 3.01026 -0.54344 -0.1 0.1 -0.2 0.0883
H -0.47283 4.68598 -0.23152 -0.4 0.0 0.0 0.0977
C -0.86990 -1.39040 2.06827 0.5 -0.1 0.3 -0.0473
O -2.20944 -1.15677 1.63782 -0.2 0.4 -1.3 -0.0014
C -2.32008 -0.77152 0.34146 -0.3 0.0 0.1 -0.5568
O -1.39659 -0.61883 -0.44272 -0.9 -0.1 0.8 0.0766
O -3.63626 -0.58562 0.06855 1.3 -0.3 0.5 0.0016
C -3.90558 -0.17505 -1.27047 -0.1 0.3 -0.6 -0.0451
H -0.90034 -1.69272 3.11865 -0.3 0.1 -0.3 0.0974
H -0.41424 -2.20050 1.48985 0.0 0.2 0.0 0.0972
H -0.27433 -0.47506 1.99072 -0.1 -0.2 -0.1 0.0948
H -3.57131 -0.93668 -1.98242 0.0 0.1 0.1 0.0994
H -3.43141 0.78888 -1.48163 0.0 -0.4 0.0 0.0633
H -4.98749 -0.05660 -1.37645 0.2 -0.1 0.3 0.0965
C -1.02861 -6.17246 5.14491 -0.5 0.0 -0.2 -0.0506
O 0.27236 -6.21082 5.72820 0.8 0.9 0.0 -0.0066
C 0.97091 -5.05340 5.61136 -0.1 0.2 -0.1 -0.5593
O 0.58076 -4.03195 5.06775 0.5 -1.3 0.7 0.0951
O 2.17879 -5.22919 6.20420 -1.0 0.0 -0.5 -0.0066
C 3.02757 -4.08400 6.15750 0.3 0.4 0.0 -0.0532
H -1.49601 -7.14922 5.29684 0.4 0.1 0.1 0.0964
H -1.64870 -5.41421 5.63378 0.2 0.0 -0.2 0.0994
H -0.96351 -5.98584 4.06810 0.0 0.1 0.2 0.0964
H 2.56961 -3.24220 6.68697 0.0 -0.1 -0.2 0.0989
H 3.25490 -3.81378 5.12121 -0.2 0.0 0.2 0.0952
H 3.96498 -4.33745 6.66032 -0.3 -0.2 -0.1 0.0958
```
Forces are in eV/Å.



[3]
The following is a quantum chemistry calculation of a cluster of 3 separate species, C14H26BrFNO7P in total in a non-equilibrium geometry, from OMol25.

Calculated values
Net charge   0
Maximum force   0.154 Eh/bohr
Frontier orbital gap   7.88 eV
2S+1   1
E_HOMO   -9.08 eV
SMILES   C[C@@H](F)[C@@]1(N=C=O)OC(=O)O[C@@H]1P(O)Br.CCOCC.CCOCC

Structure (XYZ):
```
51
Properties=species:S:1:pos:R:3:forces:R:3:lowdin_charge:R:1
C -0.46078 -2.43692 2.02647 0.4 -0.3 -0.3 -0.0233
C -1.12339 -1.82222 0.66976 -0.9 -1.2 1.4 -0.1730
F -2.55699 -1.89616 0.89887 1.8 0.8 -0.8 -0.0706
C -0.60037 -0.32030 0.34477 0.9 -0.3 -1.8 -0.3813
N -1.30737 0.85716 0.93756 -4.4 0.8 -2.7 0.1669
C -2.40197 1.14779 0.25528 -0.8 -4.1 -1.8 -0.1396
O -3.41166 1.06823 -0.49641 6.0 1.7 4.9 0.1131
O 0.81587 -0.43679 0.74103 -0.9 -0.8 -2.6 -0.0343
C 1.41319 -1.13646 -0.39762 3.0 -2.4 2.0 -0.4134
O 2.35910 -1.92048 -0.13705 -4.3 3.7 -2.2 0.1219
O 0.76597 -0.84173 -1.63759 0.2 -0.4 3.9 -0.0748
C -0.31392 0.07069 -1.20557 -0.2 -0.3 -0.9 -0.3342
P 0.68770 1.73231 -1.07371 -0.3 2.2 0.6 0.6772
O -0.31363 3.04889 -1.58120 0.0 -2.3 0.2 -0.3822
Br 2.37362 1.67323 -2.59975 -0.9 -0.1 -0.1 0.3027
H 0.49001 -3.03518 1.74833 -1.4 1.2 0.4 0.0941
H -1.16575 -3.20101 2.53401 0.8 1.5 -1.1 0.1005
H -0.18091 -1.62297 2.78562 -0.5 -1.2 -1.3 0.0980
H -0.92161 -2.54106 -0.21764 -0.2 1.5 1.3 0.1752
H -1.18196 0.03284 -1.94817 1.2 -0.2 1.1 0.1567
H -1.25774 2.78103 -1.65021 0.8 0.3 -0.2 0.0374
C -8.31501 -2.94217 3.39467 -0.1 -0.1 -0.1 -0.0828
C -6.90177 -2.54653 3.79001 -0.1 0.0 -0.1 -0.2808
O -5.91321 -2.96451 2.85791 0.1 -0.1 0.1 -0.1610
C -6.03781 -2.45614 1.53553 0.0 0.0 0.0 -0.2788
C -5.97615 -0.94277 1.46086 0.0 0.2 0.1 -0.0824
H -8.38719 -4.02717 3.26948 0.0 0.1 0.1 0.0824
H -9.02709 -2.62801 4.16245 0.1 0.0 0.0 0.0770
H -8.61832 -2.48383 2.45190 0.0 0.1 0.1 0.0637
H -6.65563 -3.02662 4.74035 0.2 0.0 -0.2 0.1177
H -6.82840 -1.46815 3.96133 -0.1 0.1 0.0 0.1044
H -6.95151 -2.84033 1.06958 -0.1 0.1 0.0 0.1061
H -5.20279 -2.86902 0.96279 0.0 -0.1 0.2 0.1106
H -6.79321 -0.47364 2.01270 0.0 0.0 -0.1 0.0658
H -6.03755 -0.61284 0.42063 0.0 0.0 0.1 0.0770
H -5.03852 -0.57574 1.88851 0.0 -0.1 -0.1 0.0742
C 8.53611 2.55440 -3.98933 0.1 -0.1 0.1 -0.0826
C 7.13100 3.09219 -3.77370 0.1 -0.1 0.0 -0.2801
O 6.32795 2.26524 -2.94176 -0.2 -0.1 -0.1 -0.1789
C 6.80207 2.04989 -1.61848 0.0 0.1 0.0 -0.2791
C 6.95009 3.32849 -0.81194 0.0 0.2 0.0 -0.0808
H 8.49851 1.55044 -4.42380 0.0 0.1 0.0 0.0825
H 9.09499 3.20918 -4.66324 -0.1 -0.1 0.0 0.0768
H 9.09425 2.48478 -3.05417 0.0 0.1 0.0 0.0639
H 6.62391 3.14667 -4.74020 -0.1 -0.1 0.2 0.1180
H 7.15640 4.11326 -3.38086 0.1 0.0 0.0 0.1048
H 7.74104 1.48671 -1.64111 0.1 0.1 0.0 0.1054
H 6.06765 1.40546 -1.12722 0.0 0.0 -0.2 0.1165
H 7.67896 4.01013 -1.25480 0.1 -0.1 0.1 0.0642
H 7.27861 3.10012 0.20520 0.0 0.0 -0.1 0.0775
H 5.99520 3.85964 -0.76005 0.1 -0.1 0.0 0.0821
```
Forces are in eV/Å.



[4]
The following is a quantum chemistry calculation of a structure of composition C14H26ClI2N2O5PSSi2 in a non-equilibrium geometry, from OMol25.

Calculated values
Net charge   0
Maximum force   0.053 Eh/bohr
Frontier orbital gap   8.92 eV
2S+1   1
E_HOMO   -9.37 eV

Structure (XYZ):
```
54
Properties=species:S:1:pos:R:3:forces:R:3:lowdin_charge:R:1
C 1.84216 -2.27772 2.76397 -0.3 -0.4 -0.6 0.0322
C 2.86838 -2.43322 1.68431 0.7 -0.3 0.8 -0.4804
O 4.05324 -2.45600 1.88788 -0.6 0.3 -0.5 0.1487
O 2.32719 -2.57545 0.42807 0.1 0.7 0.0 0.0471
C 3.03829 -1.94225 -0.58657 1.7 -1.1 -1.8 -0.4889
O 3.67779 -2.57870 -1.39866 -1.3 0.7 1.2 0.1411
C 2.90615 -0.45312 -0.64026 -0.5 -0.7 0.5 -0.0839
Si 1.15798 0.20880 -0.98672 0.3 1.3 0.3 0.5261
C 0.77679 0.31741 -2.82643 1.2 -0.2 0.3 -0.2219
C 2.07919 0.59481 -3.64607 -0.9 -0.1 0.0 -0.3253
N 2.69578 1.88640 -3.45731 0.4 -0.2 -0.1 0.0061
C 1.14710 1.97793 -0.31211 0.0 -1.1 0.4 -0.2141
C 1.75151 2.13316 1.08604 -0.7 0.7 -0.1 -0.3280
C 1.07547 1.28388 2.15181 1.4 -0.2 -0.2 -0.5871
S 1.40315 1.90099 3.82110 -0.6 0.1 0.5 0.7202
O 0.02878 -0.60506 -0.04155 0.3 -0.5 -1.0 -0.3168
Si -0.94011 -1.80127 -0.62157 -0.7 0.3 0.3 -0.0540
Cl -1.62036 -2.83574 1.02629 0.1 0.0 -0.3 0.4320
P 0.04955 -3.41315 -1.87171 0.6 -1.1 0.1 0.5554
O 0.54136 -4.54381 -1.05262 0.0 -0.2 0.4 -0.4917
C -2.38300 -1.03751 -1.54956 -0.1 -0.2 -0.6 -0.8442
I -2.67606 -1.56775 -3.58924 0.2 0.0 0.4 0.8313
C -3.20839 -0.17277 -0.96992 -0.2 0.4 -0.1 -0.8853
C -3.02497 0.28000 0.44290 -0.3 0.0 0.3 -0.1830
I -4.86736 0.73719 -1.90829 0.2 -0.1 0.1 0.8456
H 2.12127 -1.45714 3.40423 0.1 0.2 0.3 0.0830
H 0.86604 -2.12207 2.33102 -0.3 0.2 0.0 0.0421
H 1.79604 -3.18479 3.35057 0.1 -0.2 0.2 0.1005
H 3.61738 -0.09101 -1.36234 0.2 0.1 -0.4 0.0907
H 3.23600 -0.06629 0.31896 -0.2 0.2 0.4 0.0923
H 0.13798 1.18009 -2.97170 -0.6 0.0 -0.1 0.0822
H 0.35294 -0.57001 -3.27964 -0.5 -0.2 0.0 0.0199
H 1.79090 0.51536 -4.68592 0.0 0.0 -0.4 0.1027
H 2.78063 -0.20961 -3.47775 0.4 -0.1 0.1 0.0987
H 2.01796 2.62761 -3.39847 -0.1 0.2 0.0 0.0669
H 3.29495 1.91303 -2.65131 0.1 0.1 0.2 0.0533
H 0.09309 2.23813 -0.23537 -0.3 0.2 -0.2 0.0846
H 1.61896 2.67094 -0.99310 0.1 0.2 -0.3 0.0670
H 1.63383 3.16949 1.37993 0.0 0.3 0.1 0.0920
H 2.82038 1.96971 1.08340 0.4 -0.2 0.0 0.0973
H 0.01344 1.18983 1.99671 -0.5 0.3 0.2 0.0650
H 1.46868 0.28077 2.07492 -0.1 -0.4 0.1 0.0267
H 2.73775 1.80464 3.86862 0.0 -0.1 -0.3 -0.1417
H -0.89576 -3.86038 -2.81599 0.0 0.5 -0.2 -0.0598
H 1.10073 -2.82617 -2.61960 -0.3 0.3 -0.2 -0.0037
H -3.84068 0.89792 0.77667 -0.2 0.3 0.0 0.0167
H -3.00064 -0.57995 1.09631 0.2 -0.3 0.3 0.0392
H -2.11307 0.84785 0.57070 0.3 0.1 0.0 0.0713
C -6.65478 1.91699 3.06217 0.0 0.0 0.0 -0.0664
C -5.87517 2.67398 2.09279 -0.1 -0.1 0.2 -0.2878
N -5.26240 3.26716 1.32881 0.2 0.1 -0.2 0.1375
H -7.16141 1.09328 2.56409 0.0 0.0 0.0 0.0827
H -5.99859 1.51907 3.83294 0.0 0.0 0.0 0.0828
H -7.39605 2.56452 3.52455 0.0 0.0 0.0 0.0832
```
Forces are in eV/Å.



[5]
The following is a quantum chemistry calculation of a structure of composition C14H26ClI2N2P2SeZr in a non-equilibrium geometry, from OMol25.

Calculated values
Net charge   +3
Maximum force   0.153 Eh/bohr
Frontier orbital gap (alpha / beta)   2.66 / 2.67 eV
2S+1   1
ΔE to the lowest compared entry with this formula, charge and spin   1.612 eV
E_HOMO (alpha / beta)   -15.05 / -15.05 eV

Structure (XYZ):
```
49
Properties=species:S:1:pos:R:3:forces:R:3:lowdin_charge:R:1
I -6.27541 -3.94444 -3.79031 0.0 -0.1 0.3 -0.0053
I -7.01829 -4.96032 -1.42062 0.1 0.2 -0.3 0.0089
Zr -1.70858 -1.28753 0.01563 3.0 2.3 -1.1 1.0951
P -0.23670 -3.05441 -0.27357 4.8 -6.1 -1.0 0.5710
C -0.86104 -4.55378 -1.12170 -0.5 0.1 -0.1 -0.2134
C 1.26026 -2.61454 -1.23317 0.1 0.1 -0.1 -0.2967
H 1.96483 -3.45251 -1.27341 -0.2 0.0 0.2 0.0903
H 1.20263 -4.47933 1.10561 -0.2 0.1 -0.1 0.0849
H 1.72921 -1.75233 -0.75222 -0.2 -0.4 -0.1 -0.0296
H 0.89596 -2.87248 1.84154 0.1 -0.2 0.0 0.0335
H -1.20934 -4.28524 -2.12283 0.1 -0.1 0.0 0.0622
H 0.96717 -2.33204 -2.24789 0.1 -0.1 0.2 0.0307
C 0.44927 -3.70688 1.29462 -0.2 0.3 0.4 -0.2203
H -0.07855 -5.31560 -1.20069 0.0 0.2 0.1 0.0837
H -0.36236 -4.12452 1.89639 0.2 -0.1 0.0 0.0660
H -1.70860 -4.95975 -0.56280 0.1 -0.1 -0.1 0.0621
P -2.95826 0.61952 0.43242 -4.4 6.3 1.5 0.5708
C -4.70446 0.63268 -0.12209 0.0 -0.4 -0.2 -0.2129
C -3.07215 1.05256 2.20869 0.3 -0.4 0.2 -0.2210
H -1.22369 2.23295 0.01047 -0.4 -0.1 0.1 -0.0091
H -2.83395 3.02225 -0.03252 -0.1 -0.3 0.1 0.0869
H -2.26878 2.03212 -1.41109 -0.1 0.1 0.2 0.0361
C -2.26014 2.13537 -0.32276 0.1 0.2 -0.2 -0.2774
H -2.05631 1.11744 2.60685 -0.2 0.1 0.1 0.0337
H -3.59372 2.00525 2.35087 0.0 -0.2 -0.2 0.0847
H -5.19007 1.58114 0.13001 0.2 -0.1 0.0 0.0837
H -5.24280 -0.18992 0.35657 -0.1 0.1 0.0 0.0629
H -3.60525 0.25907 2.73918 0.0 0.2 0.1 0.0665
H -4.74208 0.48144 -1.20436 -0.1 0.1 0.0 0.0626
Cl 0.09742 -0.15508 1.08720 -1.6 -1.3 1.0 0.2440
C 3.41998 -0.12871 -1.07975 0.6 -0.5 -0.7 0.0082
N 2.56814 0.99542 -0.70663 -2.5 0.1 -0.5 -0.0389
C 1.26541 1.33560 -1.03324 0.9 0.2 -0.3 -0.6715
Se -0.01415 0.26762 -1.85567 -1.5 -1.0 -1.3 0.8104
N 1.02804 2.61835 -0.62052 -0.9 -1.4 -0.6 0.1425
C 2.09079 2.98491 0.11117 0.2 3.0 1.4 -0.2201
C 2.28178 4.16227 0.83940 1.2 0.4 0.9 0.0428
C 3.48325 4.29951 1.56237 -1.1 -0.3 -0.8 -0.0065
C 4.46045 3.28270 1.51972 -0.5 -1.1 -0.9 -0.0045
C 4.24327 2.12137 0.75389 0.3 1.0 0.7 0.0448
C 3.02305 2.00454 0.06966 2.7 -0.1 1.0 -0.1991
H 3.65232 -0.75623 -0.19175 -0.3 0.3 -0.7 0.1270
H 4.38046 0.26236 -1.47615 -0.6 0.0 0.4 0.1347
H 2.99477 -0.68113 -1.93907 0.0 0.2 0.8 0.0977
H 0.21427 3.24547 -0.77756 0.8 -1.1 -0.1 0.1921
H 1.52478 4.93486 0.87196 0.0 0.0 0.0 0.1263
H 3.65813 5.18767 2.15896 -0.1 -0.1 -0.1 0.1283
H 5.37968 3.39411 2.08249 -0.1 0.0 -0.1 0.1286
H 4.98936 1.33818 0.72670 0.0 0.0 0.0 0.1229
```
Forces are in eV/Å.